[1]
{"formula": "C2H33NO18", "method": "ωB97M-V with the def2-TZVPD basis set", "homo_lumo_gap_ev": 10.541, "total_charge": 0, "homo_energy_ev": -10.60, "e_above_lowest_kcal_mol": 48.9, "symbols": ["O", "C", "N", "C", "O", "O", "H", "H", "H", "H", "H", "O", "H", "H", "O", "H", "H", "O", "H", "H", "O", "H", "H", "O", "H", "H", "O", "H", "H", "O", "H", "H", "O", "H", "H", "O", "H", "H", "O", "H", "H", "O", "H", "H", "O", "H", "H", "O", "H", "H", "O", "H", "H", "O"], "positions_angstrom": [[0.325, 3.063, 0.907], [-0.427, 1.901, 1.217], [0.277, 0.754, 0.670], [-0.446, -0.343, 0.377], [-1.639, -0.484, 0.585], [0.288, -1.205, -0.401], [-1.454, 2.080, 0.849], [1.319, 0.703, 0.767], [-3.547, -0.992, -3.035], [-0.401, 1.746, -2.843], [0.255, 0.994, -3.896], [-0.656, 1.030, -3.478], [-0.101, -0.757, -3.239], [-0.319, -1.391, -1.260], [-0.460, -1.575, -2.815], [-2.647, -3.113, -1.858], [-2.713, -0.537, -1.816], [-2.977, -1.315, -2.335], [-0.844, -1.242, 2.812], [-0.991, -0.338, 4.062], [-0.472, -1.052, 3.684], [1.263, -0.433, 3.941], [1.577, 0.023, 2.567], [2.035, -0.106, 3.415], [1.456, -2.461, 0.929], [2.184, -1.776, 2.002], [2.381, -2.194, 1.148], [-4.642, 0.005, -0.879], [-3.521, 0.797, -0.209], [-4.156, 0.834, -0.930], [-2.830, -3.385, 0.402], [-2.540, -2.210, 1.291], [-2.544, -3.171, 1.310], [1.512, 4.188, -1.127], [0.133, 3.505, -1.196], [1.024, 3.489, -1.563], [-1.442, -1.543, -2.715], [-1.361, -4.026, -1.635], [-2.284, -3.893, -1.436], [2.045, 2.263, -2.818], [2.275, 0.791, -2.714], [2.112, 1.480, -3.382], [2.752, 2.075, 2.962], [1.529, 1.732, 3.639], [1.890, 2.481, 3.107], [3.166, -0.933, 0.441], [3.546, 0.540, -0.226], [3.317, 0.047, 0.558], [2.216, -1.550, -2.884], [2.194, -1.290, -1.429], [2.521, -0.892, -2.254], [-0.212, 2.455, 3.175], [1.087, 3.042, 1.573], [-0.405, 1.702, 2.619]]}

[2]
{"formula": "C5H8NS", "method": "ωB97M-V with the def2-TZVPD basis set", "homo_lumo_gap_ev": [6.570, 6.525], "total_charge": 1, "homo_energy_ev": [-10.17, -14.20], "e_above_lowest_kcal_mol": 28.2, "spin_multiplicity": 3, "symbols": ["C", "C", "C", "C", "C", "N", "S", "H", "H", "H", "H", "H", "H", "H", "H"], "positions_angstrom": [[-0.225, 0.736, -0.540], [-1.124, 0.641, 0.849], [0.138, -1.418, -1.524], [0.550, -0.519, -0.602], [-0.916, 1.599, 1.771], [1.624, -0.776, 0.192], [-0.331, 2.768, 2.545], [0.393, 1.684, -0.683], [-0.964, 0.621, -1.244], [-0.930, -0.321, 1.378], [-2.161, 0.247, 0.408], [0.814, -2.271, -1.568], [-0.582, -1.092, -2.260], [1.723, -0.188, 1.005], [1.991, -1.712, 0.272]]}

[3]
{"formula": "C5H11NO", "method": "ωB97M-V with the def2-TZVPD basis set", "homo_lumo_gap_ev": [2.754, 5.400], "total_charge": -1, "homo_energy_ev": [0.40, -2.26], "e_above_lowest_kcal_mol": 76.2, "spin_multiplicity": 2, "symbols": ["C", "N", "C", "C", "C", "C", "H", "H", "H", "H", "H", "H", "H", "H", "H", "H", "H", "O"], "positions_angstrom": [[1.001, -0.610, -1.758], [-0.126, -0.186, -0.958], [-0.462, 1.147, -0.714], [-0.117, 2.055, -1.743], [-0.615, 1.161, 1.848], [-1.036, 1.559, 0.581], [1.009, -1.622, -1.840], [2.078, -0.298, -1.451], [0.835, -0.450, -2.819], [-0.442, -0.951, -0.282], [0.633, 2.057, -2.569], [-0.633, 2.936, -1.709], [0.167, 0.318, 2.018], [-0.564, 1.961, 2.480], [-1.728, 2.473, 0.534], [1.414, -4.103, 2.536], [0.899, -2.866, 2.218], [0.573, -3.754, 2.288]]}

[4]
{"formula": "C4H12N2O", "method": "ωB97M-V with the def2-TZVPD basis set", "homo_lumo_gap_ev": 10.188, "total_charge": 0, "homo_energy_ev": -9.21, "e_above_lowest_kcal_mol": 30.3, "smiles": "NCC[C@H](N)CO", "symbols": ["N", "C", "C", "C", "N", "C", "O", "H", "H", "H", "H", "H", "H", "H", "H", "H", "H", "H", "H"], "positions_angstrom": [[2.043, 1.539, 0.483], [1.760, 0.925, -0.821], [0.270, 0.630, -0.983], [-0.297, -0.330, 0.034], [0.165, -1.709, -0.263], [-1.805, -0.307, 0.040], [-2.306, -0.784, 1.301], [2.808, 2.196, 0.368], [2.412, 0.822, 1.098], [2.334, 0.003, -0.956], [2.076, 1.590, -1.639], [0.107, 0.270, -2.008], [-0.252, 1.592, -0.943], [0.070, -0.056, 1.028], [0.322, -2.217, 0.598], [1.033, -1.704, -0.783], [-2.177, -0.968, -0.744], [-2.190, 0.686, -0.171], [-2.959, -0.153, 1.626]]}

[5]
{"formula": "C4H5N3", "method": "ωB97M-V with the def2-TZVPD basis set", "homo_lumo_gap_ev": 9.159, "total_charge": 0, "homo_energy_ev": -9.66, "e_above_lowest_kcal_mol": 134.1, "symbols": ["C", "C", "C", "C", "H", "H", "H", "H", "H", "N", "N", "N"], "positions_angstrom": [[-0.832, 1.349, -0.835], [0.205, 0.319, -0.352], [-0.269, -0.920, -0.166], [0.606, -1.470, 0.933], [-1.834, 0.972, -1.715], [-1.587, 1.296, 0.123], [-0.354, 2.300, -1.033], [-1.321, -1.325, -0.560], [0.012, -2.217, 1.766], [1.793, -1.059, 1.253], [2.229, 0.067, 0.680], [1.353, 0.687, -0.093]]}

[6]
{"formula": "C5H6ClFO3", "method": "ωB97M-V with the def2-TZVPD basis set", "homo_lumo_gap_ev": [8.741, 8.743], "total_charge": 0, "homo_energy_ev": [-8.74, -8.74], "e_above_lowest_kcal_mol": 54.9, "symbols": ["C", "C", "C", "C", "C", "O", "O", "O", "F", "Cl", "H", "H", "H", "H", "H", "H"], "positions_angstrom": [[-0.085, -0.457, 0.274], [1.253, -0.402, 0.525], [-0.644, 0.670, -0.396], [-2.463, 1.588, -1.631], [2.201, -2.208, 1.800], [0.079, 1.605, -0.707], [2.087, 0.551, 0.146], [-1.930, 0.538, -0.855], [1.587, -3.205, 1.274], [1.796, -1.916, 3.402], [-0.621, -1.364, 0.324], [-2.927, 2.196, -0.931], [-3.168, 1.026, -2.224], [-1.834, 2.310, -2.002], [3.181, -2.094, 1.421], [1.489, 1.163, -0.420]]}

[7]
{"formula": "C36H58ClN2O16", "method": "ωB97M-V with the def2-TZVPD basis set", "homo_lumo_gap_ev": 8.539, "total_charge": -1, "homo_energy_ev": -6.41, "symbols": ["Cl", "O", "O", "O", "O", "O", "C", "O", "C", "C", "C", "H", "H", "H", "H", "H", "H", "O", "C", "O", "C", "C", "C", "H", "H", "H", "H", "H", "H", "O", "C", "O", "C", "C", "C", "H", "H", "H", "H", "H", "H", "O", "C", "O", "C", "C", "C", "H", "H", "H", "H", "H", "H", "N", "C", "C", "C", "C", "H", "H", "H", "H", "H", "N", "C", "C", "C", "C", "H", "H", "H", "H", "H", "C", "C", "O", "C", "H", "H", "H", "H", "H", "H", "C", "C", "O", "C", "H", "H", "H", "H", "H", "H", "C", "C", "O", "C", "H", "H", "H", "H", "H", "H", "C", "C", "O", "C", "H", "H", "H", "H", "H", "H"], "positions_angstrom": [[-0.010, -0.272, -0.197], [1.170, 0.479, -0.609], [-1.168, 0.593, -0.291], [-0.134, -1.378, -1.088], [0.139, -0.712, 1.163], [3.201, 6.690, 0.362], [3.430, 5.522, 0.480], [4.524, 4.952, -0.053], [4.757, 3.632, 0.420], [3.412, 3.193, 1.035], [2.662, 4.508, 1.318], [5.585, 3.671, 1.128], [4.980, 2.977, -0.422], [3.605, 2.654, 1.961], [2.828, 2.537, 0.394], [2.719, 4.728, 2.379], [1.636, 4.456, 0.963], [2.225, -1.564, -6.119], [1.356, -0.985, -5.531], [1.302, 0.348, -5.461], [0.295, 0.756, -4.500], [-0.664, -0.419, -4.383], [0.260, -1.605, -4.697], [-0.096, 1.700, -4.875], [0.842, 0.942, -3.572], [-1.445, -0.402, -5.145], [-1.170, -0.489, -3.422], [-0.254, -2.383, -5.254], [0.789, -2.046, -3.850], [-5.246, 2.337, 0.732], [-4.453, 2.637, -0.124], [-3.881, 3.826, -0.230], [-2.875, 3.825, -1.269], [-3.283, 2.655, -2.202], [-4.009, 1.742, -1.229], [-1.907, 3.722, -0.789], [-2.880, 4.755, -1.834], [-2.401, 2.254, -2.698], [-4.016, 2.959, -2.947], [-3.412, 0.991, -0.700], [-4.863, 1.215, -1.642], [-5.509, -0.903, 4.205], [-4.469, -0.337, 4.000], [-4.111, 0.095, 2.778], [-2.762, 0.562, 2.819], [-2.442, 0.923, 4.270], [-3.404, 0.002, 5.035], [-2.586, 1.426, 2.182], [-2.034, -0.187, 2.492], [-2.722, 1.969, 4.387], [-1.387, 0.739, 4.448], [-3.876, 0.595, 5.820], [-2.992, -0.880, 5.520], [-5.532, -2.184, -2.753], [-4.659, -1.754, -1.805], [-3.540, -1.255, -2.442], [-3.746, -1.440, -3.826], [-4.992, -1.989, -3.993], [-6.409, -2.647, -2.613], [-4.886, -1.862, -0.757], [-2.676, -0.867, -1.926], [-3.073, -1.149, -4.616], [-5.518, -2.234, -4.901], [-0.398, 2.889, 1.956], [-0.990, 4.122, 1.878], [-0.679, 4.766, 3.057], [0.129, 3.928, 3.846], [0.261, 2.746, 3.121], [-0.369, 2.277, 1.152], [-1.513, 4.509, 1.027], [-1.057, 5.751, 3.290], [0.546, 4.170, 4.808], [0.806, 1.830, 3.289], [0.833, -1.699, 4.804], [0.838, -3.112, 5.355], [1.619, -3.468, 6.203], [-0.141, -4.077, 4.734], [1.765, -1.279, 5.183], [0.006, -1.101, 5.187], [0.792, -1.750, 3.716], [-1.141, -3.645, 4.639], [-0.211, -5.057, 5.199], [0.133, -4.243, 3.685], [5.996, -2.576, -2.768], [5.150, -1.868, -1.740], [5.209, -2.247, -0.587], [4.283, -0.751, -2.203], [6.905, -2.965, -2.317], [6.233, -1.976, -3.648], [5.406, -3.405, -3.172], [4.822, 0.195, -2.123], [3.387, -0.677, -1.584], [3.996, -0.971, -3.232], [6.208, 0.017, 2.102], [4.755, -0.218, 2.466], [4.425, -0.563, 3.578], [3.716, 0.038, 1.394], [6.798, 0.154, 3.008], [6.306, 0.996, 1.615], [6.565, -0.744, 1.410], [4.147, 0.640, 0.596], [2.829, 0.473, 1.839], [3.500, -0.924, 0.925], [-1.736, -3.991, -2.597], [-2.733, -5.108, -2.352], [-3.707, -4.979, -1.662], [-2.388, -6.417, -3.005], [-0.690, -4.258, -2.460], [-1.929, -3.157, -1.921], [-1.911, -3.622, -3.611], [-3.103, -7.158, -2.642], [-1.361, -6.752, -2.873], [-2.533, -6.362, -4.089]]}

[8]
{"formula": "C12H23Al2BeBr3Cl3F3NO9S", "method": "ωB97M-V with the def2-TZVPD basis set", "homo_lumo_gap_ev": 1.701, "total_charge": 3, "homo_energy_ev": -15.35, "symbols": ["C", "C", "O", "C", "O", "C", "O", "O", "C", "C", "N", "H", "H", "H", "H", "H", "H", "H", "H", "H", "H", "H", "C", "C", "O", "H", "H", "H", "H", "H", "Be", "Br", "Cl", "Al", "C", "Cl", "Cl", "H", "H", "Br", "C", "C", "Br", "H", "H", "H", "H", "O", "H", "C", "F", "F", "F", "S", "O", "O", "O", "Al"], "positions_angstrom": [[6.046, -2.038, 0.489], [5.120, -0.790, 0.625], [3.775, -1.325, 0.755], [2.689, -0.452, 0.503], [2.735, 0.369, -0.636], [2.414, -0.386, -1.751], [2.739, -0.169, -2.841], [1.678, -1.446, -1.390], [1.585, -1.421, 0.034], [0.206, -1.297, 0.675], [-0.118, 0.070, 1.144], [5.739, -2.518, -0.448], [5.767, -2.718, 1.301], [7.110, -1.780, 0.489], [5.474, -0.182, 1.517], [5.281, -0.195, -0.289], [2.411, 0.203, 1.375], [1.978, -2.408, 0.313], [-0.564, -1.531, -0.129], [0.065, -2.079, 1.457], [-0.401, 0.565, 0.296], [-0.993, -0.038, 1.676], [-0.175, -0.953, 5.039], [0.746, -1.925, 4.378], [-0.043, -2.826, 3.661], [-0.854, -1.452, 5.727], [0.369, -0.197, 5.624], [-0.762, -0.425, 4.269], [1.379, -2.333, 5.176], [1.479, -1.318, 3.789], [7.099, 0.696, 1.059], [-1.863, -1.881, 3.395], [3.293, 1.331, -4.447], [7.731, 1.751, -1.442], [-0.442, -0.101, -5.411], [-0.445, 0.460, -7.079], [-1.499, 0.889, -4.393], [-0.793, -1.128, -5.385], [0.572, -0.044, -5.022], [-4.168, 2.612, -2.442], [-4.687, 4.054, -3.641], [-3.597, 4.343, -4.634], [-2.147, 5.340, -3.809], [-4.943, 4.906, -3.018], [-5.583, 3.699, -4.149], [-3.965, 4.981, -5.438], [-3.158, 3.446, -5.062], [-1.823, -2.169, -1.313], [-1.370, -2.288, -2.162], [-4.704, 0.075, 2.357], [-4.299, -0.968, 3.106], [-4.072, 1.158, 2.817], [-4.259, -0.139, 1.114], [-6.533, 0.277, 2.399], [-6.860, 0.497, 3.784], [-7.061, -0.961, 1.873], [-6.802, 1.417, 1.555], [3.503, 0.746, 2.562]]}

Results for E_tot: -1505.10622 -647.82453 -326.95343 -344.33666 -319.49854 -979.75408 -3179.96962 -11501.12491 (in Eh, following the order of the records).